{"formula": "C2H3NO2", "method": "wB97M-V/def2-TZVPD", "species": ["C", "C", "N", "O", "O", "H", "H", "H"], "xyz": [[-0.61, -0.92, 0.44], [-1.10, 0.07, -0.18], [1.95, 0.93, 0.02], [-0.41, -2.00, 0.87], [1.24, 0.22, 0.73], [-0.75, 0.84, -0.77], [-2.19, 0.16, -0.11], [1.86, 0.71, -1.02]], "lowdin_spin": [0.004, 0.014, 0.960, 0.017, 0.897, 0.003, 0.002, 0.104], "multiplicity": 3, "s_squared": 2.008, "lumo_ev": [0.863, -1.766], "e_above_lowest_kcal_mol": 61.1, "gap_ev": [9.876, 7.468]}



{"formula": "C4H11NP", "method": "wB97M-V/def2-TZVPD", "species": ["C", "C", "C", "C", "N", "P", "H", "H", "H", "H", "H", "H", "H", "H", "H", "H", "H"], "xyz": [[1.29, 0.66, 0.24], [-0.02, 1.19, 0.79], [0.19, -1.34, -0.05], [-2.40, 0.10, -0.50], [1.49, -0.85, 0.54], [-1.20, -0.33, 0.80], [1.53, 0.79, -0.74], [2.18, 1.06, 0.87], [0.08, 1.45, 1.91], [-0.39, 2.05, 0.26], [0.29, -1.19, -1.14], [-0.01, -2.30, 0.22], [-2.83, -0.88, -0.80], [-2.04, 0.54, -1.39], [-3.31, 0.65, -0.05], [2.33, -1.17, -0.10], [1.76, -1.19, 1.51]], "nbo_charge": [-0.205, -0.715, -0.502, -0.963, -0.540, 0.797, 0.224, 0.229, 0.253, 0.269, 0.232, 0.235, 0.255, 0.237, 0.281, 0.453, 0.460], "total_charge": 1, "lumo_ev": -3.626, "smiles": "CP1CC[NH2+]C1", "e_above_lowest_kcal_mol": 21.4, "gap_ev": 9.572}



{"formula": "C34H25F4NO6S", "method": "wB97M-V/def2-TZVPD", "species": ["C", "C", "C", "C", "C", "O", "C", "C", "O", "C", "S", "C", "C", "C", "C", "C", "O", "C", "C", "C", "C", "O", "N", "C", "O", "F", "C", "C", "F", "C", "C", "O", "H", "H", "H", "H", "H", "H", "H", "H", "H", "H", "H", "H", "H", "H", "H", "F", "C", "C", "C", "C", "C", "C", "H", "H", "H", "H", "H", "F", "C", "C", "C", "C", "C", "C", "H", "H", "H", "H", "H"], "xyz": [[1.91, -1.91, 3.84], [2.30, -1.80, 2.51], [2.21, -0.53, 1.63], [3.51, 0.09, 1.23], [4.84, -0.58, 1.75], [5.03, -1.81, 1.01], [4.99, -1.63, -0.38], [3.77, -2.06, -1.28], [5.94, -1.15, -0.95], [3.52, 1.29, 0.35], [5.17, 1.96, -0.07], [2.23, 1.87, -0.13], [2.30, 3.09, -1.09], [0.96, 1.26, 0.31], [0.92, 0.05, 1.20], [-0.45, -0.57, 1.60], [-0.63, -1.35, 2.51], [-1.74, -0.17, 0.79], [-2.98, -0.94, 0.89], [-4.21, -0.57, 0.18], [-5.55, -1.36, 0.28], [-5.57, -2.48, -0.15], [-6.79, -0.81, 0.81], [-6.65, 0.54, 1.27], [-6.15, 0.85, 2.30], [-7.15, 1.59, 0.48], [-4.17, 0.61, -0.72], [-2.94, 1.39, -0.83], [-2.98, 2.48, -1.67], [-1.74, 1.02, -0.08], [-0.41, 1.85, -0.13], [-0.54, 3.00, -0.50], [1.04, -2.60, 4.06], [2.38, -1.40, 4.72], [2.77, -2.71, 2.03], [4.69, -0.89, 2.82], [5.72, 0.10, 1.74], [4.03, -2.09, -2.37], [2.99, -1.25, -1.14], [3.30, -3.01, -0.90], [5.10, 2.60, -1.28], [1.97, 2.77, -2.12], [3.31, 3.54, -1.20], [1.59, 3.92, -0.80], [-3.02, -1.83, 1.56], [-7.48, -0.76, 0.04], [-5.07, 0.95, -1.29], [4.84, -5.80, -0.19], [6.07, -5.59, -0.70], [6.91, -4.67, -0.10], [8.18, -4.47, -0.63], [8.59, -5.18, -1.75], [7.73, -6.09, -2.35], [6.47, -6.31, -1.82], [6.57, -4.13, 0.77], [8.85, -3.75, -0.16], [9.58, -5.01, -2.17], [8.05, -6.64, -3.23], [5.79, -7.03, -2.26], [-9.30, 6.98, -2.63], [-8.84, 6.17, -1.66], [-8.40, 4.90, -1.99], [-7.92, 4.07, -0.99], [-7.89, 4.51, 0.33], [-8.34, 5.79, 0.64], [-8.81, 6.63, -0.36], [-8.44, 4.57, -3.02], [-7.57, 3.07, -1.23], [-7.52, 3.86, 1.11], [-8.31, 6.14, 1.67], [-9.15, 7.63, -0.13]], "mulliken_charge": [-0.679, -0.995, 0.997, -0.793, -1.275, -0.263, 0.889, -0.800, -0.525, 1.194, -0.245, 0.694, -1.589, 0.218, 0.247, 0.388, -0.533, 0.407, -0.690, 0.491, -0.021, -0.479, -0.245, 0.561, -0.413, -0.124, -0.479, 0.050, -0.295, 0.316, 0.010, -0.544, 0.231, 0.245, 0.250, 0.368, 0.399, 0.368, 0.088, 0.252, 0.171, 0.290, 0.373, 0.300, 0.446, 0.320, 0.430, -0.333, 0.334, -0.295, -0.385, -0.483, -0.353, -0.440, 0.439, 0.365, 0.373, 0.360, 0.418, -0.314, 0.282, -0.537, -0.114, -0.308, -0.431, -0.391, 0.401, 0.270, 0.358, 0.370, 0.407], "lumo_ev": -1.539, "smiles": "C=Cc1c(COC(C)=O)c(S)c(C)c2c1C(=O)c1cc(C(=O)NC(=O)F)cc(F)c1C2=O.Fc1ccccc1.Fc1ccccc1", "gap_ev": 6.688}



{"formula": "C24H32AsBIrN10O2", "method": "wB97M-V/def2-TZVPD", "species": ["Ir", "C", "C", "N", "N", "C", "B", "N", "C", "C", "C", "N", "N", "C", "C", "C", "N", "N", "C", "C", "C", "N", "H", "H", "H", "H", "H", "H", "H", "H", "H", "H", "H", "H", "O", "N", "N", "O", "C", "C", "C", "C", "C", "C", "H", "H", "H", "H", "H", "C", "C", "As", "C", "C", "C", "C", "H", "H", "H", "H", "H", "H", "H", "H", "H", "H", "H", "H", "H", "H", "H"], "xyz": [[0.34, -0.06, -0.15], [-0.79, -4.03, 1.64], [-1.09, -2.93, 0.85], [0.00, -2.20, 0.64], [1.02, -2.81, 1.27], [0.56, -3.91, 1.89], [2.44, -2.21, 1.30], [2.38, -0.89, 2.08], [3.08, -0.49, 3.15], [2.68, 0.78, 3.49], [1.71, 1.11, 2.56], [1.54, 0.10, 1.72], [2.87, -1.89, -0.15], [4.03, -2.19, -0.77], [3.99, -1.66, -2.05], [2.75, -1.03, -2.14], [2.10, -1.18, -0.99], [3.39, -3.23, 1.92], [3.65, -4.46, 1.43], [4.48, -5.11, 2.32], [4.68, -4.19, 3.36], [3.99, -3.11, 3.10], [-1.46, -4.79, 1.98], [-2.04, -2.65, 0.43], [1.20, -4.54, 2.48], [3.80, -1.15, 3.60], [3.03, 1.38, 4.30], [1.14, 2.01, 2.45], [4.81, -2.74, -0.29], [4.75, -1.72, -2.80], [2.32, -0.49, -2.95], [3.24, -4.80, 0.50], [4.86, -6.11, 2.26], [5.25, -4.30, 4.26], [0.35, 1.12, -2.16], [0.27, 2.37, -2.13], [0.13, 2.95, -1.00], [0.10, 2.29, 0.11], [-0.06, 4.34, -0.97], [-0.03, 5.08, -2.16], [-0.28, 6.44, -2.11], [-0.57, 7.05, -0.89], [-0.60, 6.31, 0.28], [-0.35, 4.95, 0.25], [0.21, 4.60, -3.09], [-0.26, 7.03, -3.01], [-0.76, 8.11, -0.87], [-0.83, 6.80, 1.21], [-0.36, 4.36, 1.15], [-4.79, -0.78, 0.32], [-3.43, -0.21, 0.68], [-2.26, 0.03, -0.92], [-3.11, 1.53, -1.91], [-3.41, 2.77, -1.08], [-2.47, -1.51, -2.17], [-3.60, -1.38, -3.18], [-5.41, -0.85, 1.22], [-4.71, -1.78, -0.10], [-5.32, -0.14, -0.39], [-2.91, -0.85, 1.39], [-3.52, 0.78, 1.14], [-4.05, 1.13, -2.32], [-2.46, 1.78, -2.76], [-4.18, 2.57, -0.34], [-3.77, 3.57, -1.72], [-2.53, 3.13, -0.55], [-2.59, -2.41, -1.57], [-1.51, -1.59, -2.69], [-4.56, -1.28, -2.69], [-3.62, -2.28, -3.80], [-3.44, -0.53, -3.85]], "lowdin_spin": [0.500, 0.000, -0.001, 0.015, 0.002, 0.000, 0.000, -0.002, 0.014, 0.005, 0.005, 0.007, 0.005, -0.001, 0.000, 0.001, 0.040, 0.000, 0.000, 0.000, 0.000, 0.000, 0.000, 0.000, 0.000, 0.001, 0.000, 0.000, 0.000, 0.000, 0.000, 0.000, 0.000, 0.000, 0.110, 0.013, 0.016, 0.110, 0.001, 0.005, 0.000, 0.006, 0.001, 0.003, 0.000, 0.000, 0.000, 0.000, 0.000, 0.008, 0.019, 0.089, 0.012, 0.000, 0.006, 0.003, 0.002, 0.000, 0.000, 0.000, 0.000, 0.003, 0.000, 0.000, 0.000, 0.000, 0.000, 0.000, 0.000, 0.000, 0.000], "multiplicity": 2, "s_squared": 0.781, "total_charge": 2, "lumo_ev": [-8.414, -9.278], "gap_ev": [5.454, 4.586]}



{"formula": "C3H6N2O", "method": "wB97M-V/def2-TZVPD", "species": ["N", "C", "O", "N", "C", "C", "H", "H", "H", "H", "H", "H"], "xyz": [[1.95, 0.38, -0.37], [0.82, -0.39, -0.44], [0.67, -1.33, -1.19], [-0.16, 0.06, 0.50], [-1.50, -0.53, 0.40], [-1.57, 0.78, -0.29], [2.13, 0.94, 0.45], [2.74, 0.05, -0.90], [-1.48, -1.44, -0.20], [-1.97, -0.65, 1.37], [-1.35, 0.62, -1.35], [-0.44, 1.15, 0.51]], "nbo_charge": [-0.824, 0.775, -0.606, -0.555, -0.296, -0.312, 0.401, 0.408, 0.235, 0.200, 0.161, 0.413], "lumo_ev": 0.795, "e_above_lowest_kcal_mol": 96.1, "gap_ev": 9.662}



{"formula": "C3H5NOS", "method": "wB97M-V/def2-TZVPD", "species": ["C", "C", "C", "H", "H", "H", "H", "H", "N", "O", "S"], "xyz": [[-0.41, 1.10, 0.50], [-0.92, -0.91, -0.62], [1.31, -0.39, -0.06], [-0.17, 0.99, 1.55], [0.20, 1.91, 0.21], [-1.50, 1.20, 0.29], [-1.93, -0.67, -0.47], [1.86, 0.35, 0.60], [0.00, -0.08, -0.15], [-0.62, -1.81, -1.41], [2.19, -1.69, -0.42]], "nbo_charge": [-0.397, 0.510, -0.126, 0.200, 0.214, 0.217, 0.132, 0.193, -0.460, -0.532, 0.050], "lumo_ev": -0.191, "smiles": "CN(C=O)C=S", "e_above_lowest_kcal_mol": 39.7, "gap_ev": 8.185}



Calculated largest force on an atom in order - 4.1 6.4 3.4 2.8 0.5 5.7 eV Å⁻¹